{
  "formula": "C42H126O33",
  "method": "the ωB97M-V functional and the def2-TZVPD basis",
  "orbital_gap_ev": 9.71,
  "molar_mass_g_mol": 1159.44,
  "elements": ["C", "C", "O", "O", "H", "H", "H", "H", "H", "H", "C", "C", "O", "O", "H", "H", "H", "H", "H", "H", "C", "C", "O", "O", "H", "H", "H", "H", "H", "H", "C", "C", "O", "O", "H", "H", "H", "H", "H", "H", "C", "C", "O", "O", "H", "H", "H", "H", "H", "H", "C", "C", "O", "O", "H", "H", "H", "H", "H", "H", "C", "C", "O", "O", "H", "H", "H", "H", "H", "H", "C", "C", "O", "O", "H", "H", "H", "H", "H", "H", "C", "C", "O", "O", "H", "H", "H", "H", "H", "H", "C", "C", "O", "O", "H", "H", "H", "H", "H", "H", "C", "C", "O", "O", "H", "H", "H", "H", "H", "H", "C", "C", "O", "O", "H", "H", "H", "H", "H", "H", "C", "C", "O", "H", "H", "H", "H", "H", "H", "C", "C", "O", "H", "H", "H", "H", "H", "H", "C", "C", "O", "H", "H", "H", "H", "H", "H", "C", "C", "O", "H", "H", "H", "H", "H", "H", "C", "C", "O", "H", "H", "H", "H", "H", "H", "C", "C", "O", "H", "H", "H", "H", "H", "H", "C", "C", "O", "H", "H", "H", "H", "H", "H", "C", "C", "O", "H", "H", "H", "H", "H", "H", "C", "C", "O", "H", "H", "H", "H", "H", "H"],
  "positions_angstrom": [[-0.274, 5.536, 2.802], [-1.597, 5.627, 2.164], [-2.418, 4.505, 2.574], [-0.386, 5.915, 4.163], [0.340, 6.324, 2.359], [0.121, 4.580, 2.628], [-1.552, 5.579, 1.086], [-2.070, 6.556, 2.428], [-2.443, 4.552, 3.552], [-0.772, 5.159, 4.658], [2.220, -4.202, -3.658], [2.609, -2.777, -3.581], [1.821, -2.150, -4.634], [0.869, -4.301, -3.369], [2.840, -4.879, -3.017], [2.389, -4.470, -4.695], [3.683, -2.573, -3.844], [2.420, -2.339, -2.641], [1.007, -2.655, -4.639], [0.773, -4.548, -2.411], [-0.157, -0.283, 5.078], [-0.880, -1.067, 6.113], [-1.965, -1.881, 5.613], [-0.961, 0.731, 4.475], [0.117, -0.976, 4.290], [0.729, 0.213, 5.414], [-1.168, -0.423, 6.874], [-0.094, -1.742, 6.606], [-2.225, -2.353, 6.389], [-1.383, 0.313, 3.736], [5.092, 0.304, 3.179], [3.793, 0.888, 3.783], [3.168, -0.017, 4.616], [4.928, -1.027, 2.673], [5.927, 0.256, 3.899], [5.357, 0.962, 2.358], [3.209, 1.080, 2.889], [4.088, 1.810, 4.227], [3.753, -0.776, 4.787], [4.650, -0.951, 1.768], [2.308, -3.097, 5.342], [3.674, -3.814, 5.227], [4.651, -2.716, 5.114], [1.905, -2.831, 4.032], [2.485, -2.257, 5.966], [1.543, -3.711, 5.834], [3.781, -4.553, 4.487], [3.957, -4.321, 6.170], [4.600, -2.435, 4.163], [2.242, -1.908, 3.835], [1.853, 1.290, -4.539], [2.623, 1.450, -3.254], [3.862, 2.202, -3.511], [2.618, 0.445, -5.386], [1.710, 2.314, -4.892], [0.842, 0.846, -4.413], [2.911, 0.493, -2.845], [2.167, 1.997, -2.454], [4.435, 1.788, -4.202], [2.158, -0.428, -5.287], [-5.450, -5.721, -1.579], [-6.357, -4.555, -1.162], [-5.890, -3.460, -1.824], [-4.090, -5.394, -1.355], [-5.652, -5.886, -2.681], [-5.812, -6.564, -0.981], [-6.332, -4.408, -0.054], [-7.380, -4.820, -1.361], [-6.481, -2.661, -1.638], [-3.850, -4.637, -1.901], [-1.201, 5.706, -3.241], [-0.015, 4.819, -3.058], [0.282, 4.094, -4.212], [-2.440, 5.073, -3.331], [-1.064, 6.450, -3.981], [-1.296, 6.314, -2.382], [-0.172, 4.031, -2.322], [0.861, 5.372, -2.743], [-0.441, 3.361, -4.223], [-2.301, 4.219, -3.829], [-1.206, 1.599, -0.636], [-1.040, 2.868, 0.199], [0.060, 2.606, 1.118], [-0.086, 1.354, -1.494], [-2.187, 1.604, -1.138], [-1.307, 0.753, 0.013], [-1.974, 2.907, 0.767], [-0.973, 3.774, -0.430], [0.843, 2.730, 0.545], [-0.359, 1.423, -2.418], [-1.968, 1.773, -5.217], [-1.745, 0.301, -5.558], [-2.870, -0.365, -4.959], [-1.862, 1.997, -3.814], [-2.967, 1.978, -5.577], [-1.198, 2.437, -5.620], [-0.771, -0.045, -5.229], [-1.842, 0.376, -6.645], [-2.626, -1.260, -4.758], [-2.729, 1.812, -3.306], [4.003, 3.354, -0.239], [3.545, 4.700, -0.800], [2.827, 4.486, -1.969], [2.902, 2.532, -0.145], [4.562, 3.411, 0.677], [4.646, 2.930, -1.000], [4.417, 5.357, -0.933], [2.907, 5.223, -0.041], [3.409, 3.992, -2.614], [3.228, 1.614, -0.107], [5.673, -1.859, -1.189], [5.300, -0.445, -1.047], [4.390, -0.306, 0.057], [6.385, -2.388, -0.137], [6.310, -2.006, -2.035], [4.727, -2.366, -1.310], [4.847, 0.077, -1.875], [6.237, 0.108, -0.824], [3.472, -0.472, -0.165], [5.837, -2.578, 0.606], [-2.724, -1.902, -1.178], [-1.901, -1.559, -2.414], [-2.149, -2.524, -3.484], [-2.412, -1.244, -0.399], [-2.561, -2.945, -1.017], [-3.779, -1.782, -1.467], [-0.798, -1.596, -2.236], [-2.122, -0.515, -2.712], [-1.400, -3.089, -3.571], [-5.765, 0.480, -1.832], [-5.525, 1.637, -2.801], [-4.291, 2.212, -2.685], [-5.381, -0.458, -2.208], [-6.821, 0.328, -1.787], [-5.413, 0.532, -0.834], [-6.308, 2.359, -2.590], [-5.786, 1.336, -3.775], [-4.321, 3.022, -2.153], [-6.371, 4.634, 0.107], [-5.029, 5.074, -0.331], [-4.937, 4.799, -1.758], [-6.512, 4.962, 1.155], [-6.554, 3.558, 0.112], [-7.136, 5.109, -0.439], [-4.237, 4.576, 0.264], [-5.068, 6.143, -0.196], [-4.052, 4.999, -2.102], [-3.608, 1.559, 2.680], [-3.959, 0.412, 3.727], [-3.275, -0.793, 3.272], [-3.769, 1.160, 1.661], [-2.543, 1.829, 2.835], [-4.216, 2.413, 2.849], [-5.044, 0.227, 3.747], [-3.658, 0.665, 4.703], [-3.065, -1.358, 4.027], [6.401, -1.797, -5.791], [6.307, -0.726, -4.739], [5.491, 0.392, -5.068], [5.503, -2.344, -5.952], [7.150, -2.567, -5.446], [6.714, -1.330, -6.753], [7.332, -0.463, -4.414], [5.921, -1.173, -3.838], [4.676, -0.002, -5.440], [0.977, -1.065, 1.685], [1.147, -1.554, 0.318], [1.818, -0.593, -0.506], [1.957, -1.031, 2.155], [0.368, -1.773, 2.250], [0.469, -0.123, 1.730], [0.199, -1.746, -0.209], [1.705, -2.461, 0.291], [1.208, 0.077, -0.888], [-2.337, 2.554, 7.227], [-1.061, 3.143, 6.687], [-1.151, 3.356, 5.262], [-2.547, 1.635, 6.615], [-3.134, 3.328, 7.010], [-2.338, 2.284, 8.303], [-0.201, 2.454, 6.922], [-0.901, 4.122, 7.175], [-1.345, 2.507, 4.837], [-0.726, -5.394, 2.788], [-1.862, -5.908, 1.831], [-2.049, -4.925, 0.805], [-0.576, -6.087, 3.669], [-0.939, -4.358, 3.073], [0.274, -5.353, 2.232], [-2.803, -6.021, 2.335], [-1.586, -6.846, 1.356], [-2.830, -5.083, 0.276], [2.723, -5.635, 0.776], [1.656, -6.148, -0.170], [0.940, -5.088, -0.785], [2.304, -5.549, 1.817], [3.127, -4.685, 0.453], [3.599, -6.313, 0.778], [1.001, -6.959, 0.274], [2.144, -6.654, -0.917], [0.157, -4.935, -0.159]],
  "atomic_forces_ev_per_a": [[0.03, 2.26, 0.25], [-1.23, -1.10, -0.28], [-0.01, 0.71, 0.58], [-0.24, -0.79, 0.78], [0.35, -0.23, -0.13], [0.84, -1.39, 0.02], [0.15, -0.12, -0.41], [-0.32, 0.54, 0.20], [-0.08, -0.23, -0.65], [0.55, 0.33, -0.33], [1.52, -1.06, 0.50], [1.29, 0.88, -2.06], [0.52, 0.40, 0.57], [-1.40, -0.50, 0.80], [-0.38, 0.54, -0.34], [-0.05, -0.49, -0.22], [-0.85, -0.37, 0.21], [-0.47, 0.64, 1.23], [-0.48, 0.04, -0.05], [0.08, 0.12, -0.76], [-0.73, -0.23, -1.52], [1.99, -2.05, 0.14], [1.01, 1.18, -0.35], [0.13, 0.17, 0.60], [0.38, -0.16, -0.12], [0.56, -0.03, 0.67], [-1.18, 1.27, 1.50], [-0.90, 0.61, -0.71], [-0.67, -0.74, 0.54], [-0.72, -0.24, -0.75], [0.14, -0.19, 0.28], [1.82, -1.11, -2.14], [-0.75, -0.84, 0.99], [0.06, -0.01, 1.44], [-0.41, 0.08, -0.15], [0.34, 0.18, -0.13], [-0.79, 0.26, 0.11], [-0.17, 0.85, 0.77], [0.03, 0.35, 0.18], [-0.29, 0.26, -1.19], [0.77, -2.88, -0.28], [0.52, 2.08, 3.15], [-0.69, -0.75, -1.69], [0.01, 2.44, -0.69], [-0.03, 1.11, 0.38], [0.09, -0.11, -0.18], [-0.18, -0.58, -1.45], [-0.25, 0.32, -0.22], [0.50, -0.19, 0.80], [-0.69, -1.36, 0.07], [-0.29, 0.29, 0.80], [1.70, 0.46, -0.26], [-0.37, -0.24, -0.16], [-0.94, -0.82, -0.46], [0.17, -0.25, -0.69], [0.50, 0.26, 0.32], [-0.01, -0.70, 0.05], [-0.67, 0.43, 0.13], [-0.74, -0.04, 0.73], [0.89, 0.54, -0.24], [-1.22, 1.05, -0.78], [0.41, -1.50, 1.78], [-1.02, 3.47, -0.68], [0.10, -0.74, 0.44], [0.35, -0.15, 1.09], [0.81, -0.23, -0.22], [0.31, -0.14, -0.46], [-0.72, -0.10, -0.55], [1.33, -1.66, -0.42], [-0.26, 0.12, -0.13], [0.28, 0.42, 1.28], [-0.04, -0.50, 0.47], [-1.61, -2.26, -1.44], [-0.58, -2.23, -1.16], [0.29, 0.37, -1.58], [0.08, 0.69, 1.47], [-0.31, 0.47, 0.76], [0.13, 0.21, -0.13], [2.01, 1.67, -0.01], [-0.48, 1.10, 0.72], [-0.44, 0.66, -0.52], [-0.17, -1.76, 0.36], [-0.43, 1.16, -1.42], [-0.12, -0.15, 0.10], [0.41, 0.26, -0.51], [0.26, -0.47, 0.82], [0.30, 0.40, 0.30], [0.41, -0.32, 0.41], [0.13, -0.23, 0.57], [-0.23, 0.14, -0.10], [0.64, -0.77, 1.03], [-1.52, 1.48, -0.04], [0.58, 1.16, -0.94], [-0.91, 0.04, 1.28], [-0.24, 0.56, -0.12], [-0.30, -0.26, -0.72], [0.03, -0.36, 0.03], [0.32, -0.99, -0.23], [0.19, -1.06, 0.30], [1.06, 0.41, -1.22], [0.63, 0.87, -1.22], [0.25, 0.17, 1.59], [0.50, -0.17, -1.34], [-1.26, -1.60, 0.69], [0.25, 0.35, 0.69], [0.65, -0.10, -0.27], [0.00, -0.14, -0.11], [0.14, -0.46, -0.75], [-0.81, 0.45, 0.75], [-0.30, 0.39, 0.11], [-0.83, -0.57, -0.88], [0.38, 1.79, 1.30], [1.47, 0.47, 0.96], [1.43, -0.21, 0.47], [0.16, -0.09, -0.81], [-0.40, -0.78, -0.42], [-0.01, -0.37, -0.87], [-0.62, 0.01, 0.28], [-0.94, -0.19, -0.81], [-0.65, 0.00, 0.83], [-0.16, 0.03, -2.28], [1.09, -0.04, 0.06], [-1.17, 1.40, 0.37], [-0.08, 0.17, 0.97], [0.16, -0.63, 0.91], [0.28, 0.10, 0.48], [-0.71, 0.09, 0.22], [0.00, -0.77, -0.41], [0.99, -0.66, 0.01], [-0.12, -0.75, -1.34], [-1.97, -0.14, 2.20], [2.03, 0.26, -0.30], [0.40, -0.25, -0.35], [-0.98, -0.09, 0.15], [0.54, 0.80, 1.00], [0.02, 0.56, 0.23], [0.42, -0.62, -1.53], [-0.47, 0.21, -0.07], [-0.29, -0.87, 2.04], [0.15, -0.40, -0.99], [0.42, -0.45, 0.67], [0.08, -0.17, -0.34], [0.22, -0.05, -0.23], [-0.92, 0.56, -0.93], [-0.15, 0.44, -0.41], [0.80, 0.54, 0.14], [0.05, 0.36, 0.01], [0.71, -2.25, 1.11], [-0.15, -0.16, -2.75], [-0.20, 0.85, 0.09], [0.13, 0.24, 0.47], [-0.67, 0.01, -0.42], [-0.50, 0.83, 0.08], [0.20, 0.03, -0.11], [0.55, 0.43, 1.24], [-0.03, 0.11, 0.17], [1.70, 0.02, -0.51], [0.43, -0.24, 0.89], [0.26, -0.68, -0.55], [-1.04, -0.23, -0.13], [-0.52, 0.83, -0.52], [-0.04, -0.56, 0.57], [-0.50, 0.72, -0.60], [-0.48, -0.33, 0.50], [0.08, 0.65, 0.20], [-0.26, -0.56, 1.24], [-1.18, 0.73, -2.06], [0.50, 0.20, -0.41], [0.03, 0.42, 0.16], [0.06, -0.14, 0.06], [-0.05, 0.80, -0.02], [-0.02, -0.23, 0.49], [0.62, -0.75, -0.12], [0.01, -0.28, 0.35], [-1.34, -0.06, -0.85], [0.87, -0.30, 0.11], [-0.22, 0.55, 1.00], [-0.10, 0.70, 0.69], [0.53, -1.10, 0.43], [0.18, 0.30, -0.63], [-0.52, 0.75, -0.26], [0.28, -0.41, -0.48], [0.35, -0.20, 0.04], [0.51, -0.81, -0.98], [0.98, 0.94, -0.12], [1.19, 0.42, 0.36], [-0.32, 0.90, -0.89], [-0.05, -0.33, 0.28], [-1.39, -0.15, 0.66], [-0.37, -0.24, 0.63], [0.08, -0.33, 0.16], [-0.50, -0.42, -0.25], [-0.10, -0.65, 1.43], [-0.39, -0.21, 1.32], [-2.25, 0.12, 1.96], [0.73, 0.14, -0.90], [-0.20, 0.38, -0.12], [-0.56, 0.09, 0.25], [0.34, 1.21, -0.13], [1.14, -1.12, -2.19], [1.10, 0.16, -1.45]],
  "mulliken_charge": [-0.523, -0.180, -0.328, -0.595, 0.409, 0.235, 0.034, 0.405, 0.222, 0.440, -0.911, 1.759, -0.560, -0.501, 0.303, 0.385, -0.171, -1.000, 0.238, 0.483, 0.827, -0.944, -0.480, 0.702, -0.703, 0.414, 0.500, 0.353, 0.276, -0.533, -0.666, 0.064, -0.499, -0.330, 0.364, 0.309, -0.173, 0.477, 0.192, 0.206, -0.497, -0.555, -0.582, 0.370, 0.298, 0.418, 0.239, 0.392, 0.231, -0.170, -0.121, 2.263, -0.724, -0.612, 0.353, -0.809, -1.188, -0.407, 0.336, 0.456, -0.556, -0.428, -0.424, -0.490, 0.272, 0.402, 0.263, 0.415, 0.252, 0.202, -0.914, -0.285, -0.648, -0.621, 0.357, 0.510, -0.088, 0.572, -0.115, 0.278, 1.715, -0.401, -0.408, 2.200, -0.565, -0.519, -0.159, -0.103, -0.257, -0.987, -0.783, -0.033, -0.602, 1.155, 0.495, 0.553, -0.176, 0.456, 0.388, -0.297, -0.480, -0.853, -0.344, 0.464, 0.382, 0.272, 0.354, 0.238, 0.215, -0.409, -0.442, 0.021, 0.330, -0.665, 0.368, 0.093, -0.247, 0.417, -0.334, 0.365, 0.088, 2.686, -0.930, 0.069, -0.403, -0.228, -0.319, -1.271, 0.436, -1.121, -0.548, -0.404, 0.144, 0.580, 0.276, 0.390, 0.428, 0.008, -1.548, 0.638, -0.635, 0.411, 0.271, 0.415, -0.204, 0.383, 0.264, -0.169, -0.231, -0.478, -0.066, -0.199, 0.571, 0.402, -0.009, 0.200, -1.252, 0.399, -0.551, 0.322, 0.385, 0.312, 0.485, -0.498, 0.276, 1.420, -0.396, 1.342, -1.526, 0.691, -0.576, -0.209, 0.279, -1.146, -0.713, -0.205, -0.355, -0.163, 0.280, 0.345, 0.167, 0.381, 0.146, -0.070, -0.587, -0.280, 0.397, -0.048, -0.360, 0.488, 0.311, 0.225, -0.588, -0.439, -0.355, 0.114, -0.068, 0.440, 0.172, 0.581, -0.032]
}